1.
C5H6N | the ωB97M-V functional and the def2-TZVPD basis

Geometry as XYZ:
```
12
Properties=species:S:1:pos:R:3:lowdin_charge:R:1
C -0.145 2.716 -1.337 0.01
C -0.600 -2.196 -1.622 0.34
C 0.404 1.689 -1.197 0.07
C -0.021 -1.347 -0.951 -0.07
C -0.044 -0.118 1.144 0.03
N 0.530 -0.474 -0.141 0.00
H -0.020 3.809 -1.453 0.07
H -1.194 -2.916 -2.064 0.07
H 0.698 0.540 1.640 0.13
H -0.922 0.503 0.788 0.14
H -0.267 -1.085 1.436 0.09
H 1.451 -0.257 -0.313 0.12
```

Results
- E_HOMO (alpha / beta) (eV) = -15.063 / -15.524
- total charge = +1
- orbital gap (alpha / beta) (eV) = 8.0 / 7.5
- lowest unoccupied orbital energy (alpha / beta) (eV) = -7.07 / -8.02
- multiplicity = 1
- ΔE to the lowest compared entry with this formula, charge and spin (kcal/mol) = 227.2



2.
C5H6N | the ωB97M-V functional and the def2-TZVPD basis

Geometry as XYZ:
```
12
Properties=species:S:1:pos:R:3:lowdin_charge:R:1
C -0.155 -1.522 -0.014 0.10
C -0.589 -2.704 -0.133 0.15
C 1.429 0.276 -0.705 0.23
C 0.305 -0.261 -0.173 -0.13
C -1.104 3.227 0.841 0.07
N -0.695 2.165 0.674 0.11
H 0.039 -3.604 0.316 0.19
H -1.444 -3.061 -0.495 0.06
H 1.621 1.326 -0.519 0.10
H 2.178 -0.431 -0.982 0.10
H -0.244 0.410 0.380 0.01
H -1.341 4.179 0.810 0.03
```

Results
- E_HOMO (eV) = -15.602
- total charge = +1
- orbital gap (eV) = 8.9
- lowest unoccupied orbital energy (eV) = -6.75
- multiplicity = 1
- ΔE to the lowest compared entry with this formula, charge and spin (kcal/mol) = 117.3



Q: What is the formula in the first record?
A: C5H6N